No. 1
Below is an isolated molecule of C25H23N3O4S, with properties calculated with ωB97M-V/def2-TZVPD.

Geometry as XYZ:
```
56
Properties=species:S:1:pos:R:3:forces:R:3
C 4.6450 -3.1252 -2.8991 0.08 0.04 -0.01
C 3.6970 -1.9960 -2.6361 0.02 0.18 -0.03
C 2.5133 -1.9063 -3.3584 -0.06 0.05 0.07
C 1.6433 -0.8420 -3.2049 -0.05 -0.01 -0.06
C 1.9645 0.1826 -2.3323 0.02 0.09 0.01
C 3.1280 0.1066 -1.5915 0.17 -0.01 -0.08
C 3.9868 -0.9821 -1.7186 -0.60 0.05 -0.78
N 5.1229 -1.0739 -0.8888 0.31 -0.37 0.63
S 5.0906 -2.2189 0.3633 -0.07 0.07 0.15
O 5.8515 -3.3739 -0.0068 -0.27 -0.08 -0.08
O 5.4837 -1.5075 1.5415 -0.15 0.27 0.10
C 3.3560 -2.6632 0.4199 0.64 0.18 0.08
C 2.4439 -1.7077 0.7900 -0.16 -0.09 0.14
C 1.0763 -1.9575 0.6571 0.16 -0.24 -0.04
C 0.6626 -3.2079 0.1665 0.62 0.30 0.13
C 1.6099 -4.1838 -0.1686 0.06 0.02 0.03
C 2.9516 -3.9038 -0.0565 -0.16 -0.16 0.00
H 3.7078 -4.6224 -0.3281 0.03 -0.15 -0.09
H 1.2765 -5.1454 -0.5302 -0.01 -0.12 -0.05
N -0.6757 -3.4502 0.0190 -0.25 -0.27 -0.10
C -1.5949 -2.5146 0.3262 -0.09 0.29 0.10
C -1.2815 -1.2776 0.7966 -0.06 -0.03 -0.03
C 0.1078 -0.8982 0.9924 -0.12 -0.23 -0.10
O 0.4877 0.2014 1.3872 0.19 0.07 0.04
C -2.4455 -0.3700 1.0743 0.27 -0.11 0.04
O -3.5872 -0.7289 0.8323 -0.33 -0.12 -0.11
N -2.1227 0.8147 1.6123 0.24 0.26 0.12
C -3.0996 1.8342 1.8950 -0.19 0.07 -0.14
H -4.0861 1.3697 1.8247 0.10 0.12 0.10
H -2.9502 2.2045 2.9142 -0.09 -0.02 -0.07
C -3.0001 3.0035 0.9022 -0.13 -0.18 0.23
C -4.0214 4.0514 1.2366 0.11 0.03 -0.09
C -5.3253 3.9348 0.7716 0.03 0.01 0.01
C -6.2800 4.8775 1.1077 -0.10 0.00 -0.01
C -5.9433 5.9491 1.9173 -0.06 0.08 0.03
C -4.6477 6.0719 2.3886 -0.01 0.08 0.08
C -3.6943 5.1273 2.0513 -0.01 -0.02 -0.02
H -2.6835 5.2285 2.4209 0.12 0.01 0.02
H -4.3787 6.9059 3.0204 0.02 0.07 0.05
H -6.6878 6.6865 2.1790 -0.06 0.06 0.02
H -7.2897 4.7768 0.7368 -0.08 -0.01 -0.03
H -5.5906 3.0992 0.1400 -0.03 -0.10 -0.08
H -3.1686 2.6192 -0.1056 0.07 -0.01 -0.01
H -1.9939 3.4252 0.9499 0.01 0.00 -0.07
H -1.1350 1.0316 1.7199 -0.08 -0.21 -0.06
H -2.6371 -2.7689 0.1864 -0.02 -0.03 -0.02
H -0.9690 -4.3518 -0.3314 0.00 0.20 0.08
H 2.7631 -0.7564 1.1859 -0.03 0.16 -0.01
H 5.3585 -0.1867 -0.4646 0.07 0.05 0.12
H 3.3785 0.8971 -0.8983 -0.01 0.07 0.15
H 1.3070 1.0300 -2.2146 -0.06 0.09 0.03
H 0.7272 -0.8047 -3.7748 -0.08 0.01 -0.06
H 2.2775 -2.6905 -4.0636 -0.02 -0.10 -0.07
H 4.1005 -4.0244 -3.1795 -0.01 -0.09 -0.01
H 5.2754 -3.3338 -2.0423 0.04 -0.16 -0.19
H 5.2948 -2.8550 -3.7324 0.08 -0.04 -0.06
```
Forces are in eV/Å.

The calculation puts the HOMO energy at -8.9 eV. Its LUMO energy is -0.3968 eV. The value obtained for the HOMO-LUMO gap is 8.536 eV. The structure (SMILES) is Cc1ccccc1NS(=O)(=O)c1ccc2[nH]cc(C(=O)NCCc3ccccc3)c(=O)c2c1. The largest force on an atom is 0.01919 hartree/bohr. Its total charge is 0.


No. 2
Below is C25H24Co2O10 as an isolated structure at a distorted geometry, with properties calculated with ωB97M-V/def2-TZVPD.

Geometry as XYZ:
```
61
Properties=species:S:1:pos:R:3:forces:R:3
C 0.1568 -2.4439 3.6943 0.13 -0.55 0.30
C -0.5891 -1.1707 3.4602 0.28 0.28 -0.68
O 0.0956 -0.5544 2.3460 -0.68 0.33 1.15
C -0.4437 0.6267 2.0061 -1.56 0.81 0.26
C 0.3465 1.3464 0.8998 -0.36 0.37 4.35
C 0.3791 2.9221 1.2514 0.42 -0.85 -0.35
C 0.5972 3.2055 2.7140 0.36 0.37 0.75
C -0.9394 3.5706 0.8809 -0.58 0.06 -0.31
C 1.6855 0.6304 1.1563 1.37 -1.01 -2.27
O 2.1082 -0.3353 0.5319 -0.02 1.47 1.62
O 2.3512 1.1865 2.1890 1.37 -0.70 0.50
C 3.6084 0.5448 2.5769 -1.11 0.07 -0.52
C 3.9076 0.9919 3.9813 -0.02 0.06 0.35
O -1.4635 1.0573 2.5301 0.99 -0.69 -0.15
H -0.3422 -3.0005 4.4897 0.02 -0.18 0.02
H 0.1875 -3.0565 2.7857 -0.04 0.15 0.19
H 1.1825 -2.2385 4.0245 -0.11 -0.03 -0.13
H -1.6355 -1.3237 3.1727 0.21 -0.01 0.17
H -0.5215 -0.4810 4.3132 -0.22 -0.19 -0.12
H 1.2045 3.3115 0.6357 -0.17 0.12 0.20
H 1.5449 2.8081 3.0675 -0.21 0.26 0.19
H 0.5792 4.2895 2.8830 0.00 -0.03 0.06
H -0.2224 2.7533 3.2836 0.19 0.24 0.05
H -1.0300 3.7478 -0.1902 -0.11 -0.15 0.08
H -1.7392 2.9038 1.2189 0.02 0.23 -0.25
H -1.0731 4.5275 1.3976 0.18 0.05 0.04
H 3.4555 -0.5360 2.5116 0.19 0.11 -0.07
H 4.3571 0.8556 1.8476 0.14 -0.12 0.06
H 4.8733 0.6209 4.3326 0.05 -0.03 -0.15
H 3.9113 2.0815 4.0621 -0.02 -0.05 -0.03
H 3.1486 0.5975 4.6623 -0.01 0.12 -0.05
O -3.0954 1.2952 -1.2772 -0.31 -0.39 -0.17
C -2.3141 0.4792 -1.0094 1.14 0.63 1.21
Co -1.0534 -0.6993 -0.6862 -1.78 -1.16 0.13
C -0.4299 1.0739 -0.2480 -2.75 -1.38 1.94
O -0.1054 2.0020 -1.1888 2.93 -0.85 -3.36
C -1.8392 -1.8733 0.3211 -0.52 1.56 0.14
O -2.5316 -2.6068 0.8934 -0.51 -1.01 0.53
C -0.6707 -0.8949 -2.5029 -1.08 2.45 -0.78
C -1.6188 -0.9055 -3.6148 0.54 -0.12 -0.27
C -2.9569 -1.2449 -3.3483 -0.26 -0.32 -0.45
C -3.8842 -1.3815 -4.3809 0.52 0.23 0.22
C -3.4983 -1.1579 -5.7032 0.08 -0.08 0.09
C -2.1651 -0.8403 -5.9863 0.04 0.12 0.27
C -1.2290 -0.7010 -4.9558 -0.53 -0.11 -0.06
C 0.4007 -0.2401 -1.8519 -2.58 2.15 -0.54
C 0.9607 1.1028 -1.6444 0.49 2.29 -2.90
Co 0.6019 -1.9974 -1.8530 3.27 -5.56 -0.02
C 0.1785 -3.0227 -0.4035 0.57 -0.23 0.34
O 0.2048 -3.9050 0.3547 -0.05 0.74 -0.66
C 0.4459 -3.1399 -3.1497 -0.61 -0.72 -0.70
O 0.3612 -3.8681 -4.0451 0.15 0.36 0.34
C 2.3351 -1.9994 -1.8288 1.20 0.26 0.80
O 3.4907 -2.0325 -1.8414 -0.50 0.03 -0.25
H -3.2441 -1.4541 -2.3133 0.19 0.16 -0.43
H -4.9014 -1.6559 -4.1173 0.00 0.04 -0.19
H -4.2360 -1.2428 -6.4962 0.13 -0.01 -0.04
H -1.8497 -0.7031 -7.0206 -0.07 0.03 0.15
H -0.1869 -0.4556 -5.1789 -0.33 -0.11 0.10
H 1.8784 1.0751 -1.0483 -0.60 0.23 0.22
H 1.2710 1.5556 -2.5913 0.53 0.26 -0.91
```
Forces are in eV/Å.

The calculation puts the HOMO energy at 1.4 eV. Its LUMO energy is 4.4926 eV. The value obtained for the HOMO-LUMO gap is 3.058 eV. The largest force on an atom is 0.12535 hartree/bohr. Its total charge is -2.


No. 3
Below is C25H24F5NSeSiTcTe as an isolated structure, with properties calculated with ωB97M-V/def2-TZVPD.

Geometry as XYZ:
```
59
Properties=species:S:1:pos:R:3:forces:R:3
Tc 1.0529 0.2670 -1.3738 -0.11 0.70 -0.37
C -0.5787 -1.0087 -1.5613 0.15 -0.05 -0.04
Si -1.3240 -1.1228 0.1399 -0.10 -0.03 0.07
C -0.1325 -0.1216 1.2272 0.05 0.21 0.09
N 0.2983 1.1338 0.5364 0.14 -0.14 0.07
C 1.5343 1.6855 1.1588 -0.12 -0.04 -0.02
C 1.3339 2.0968 2.6179 0.03 0.07 -0.03
C -0.0274 2.7879 2.8114 0.00 -0.03 -0.01
C -0.5334 3.3241 1.4779 -0.05 0.02 -0.01
C -0.7835 2.1796 0.5006 0.07 -0.08 0.05
C -3.0320 -0.3807 0.2551 -0.18 -0.01 -0.01
C -3.7072 0.1175 -0.8599 -0.03 0.03 0.04
C -4.9675 0.6923 -0.7382 0.06 -0.03 0.02
C -5.5726 0.7757 0.5063 -0.01 0.00 0.01
C -4.9198 0.2835 1.6306 0.03 -0.01 -0.04
C -3.6633 -0.2897 1.5023 -0.02 0.04 -0.04
C -1.3231 -2.8481 0.8577 0.05 -0.16 0.03
C -0.1038 -3.5065 1.0628 -0.03 -0.01 -0.01
C -0.0544 -4.7867 1.5942 -0.03 0.03 -0.02
C -1.2329 -5.4395 1.9314 0.00 0.01 0.00
C -2.4524 -4.8117 1.7268 0.00 0.04 -0.02
C -2.4960 -3.5288 1.1933 0.03 -0.02 0.00
H -1.2805 -0.7123 -2.3404 0.04 0.06 -0.04
H -0.1627 -1.9810 -1.8510 -0.05 -0.03 -0.03
H 0.7697 -0.7254 1.3840 -0.01 -0.02 0.02
H -0.5391 0.0761 2.2253 0.01 0.05 0.00
H 1.8378 2.5354 0.5480 0.00 0.03 0.00
H 2.3245 0.9338 1.0719 0.01 -0.01 0.01
H 2.1477 2.7786 2.8729 -0.01 -0.01 0.03
H 1.4307 1.2361 3.2806 -0.01 -0.02 -0.01
H 0.0506 3.5835 3.5519 0.01 0.02 -0.01
H -0.7614 2.0765 3.2008 0.01 0.01 0.02
H 0.1825 4.0370 1.0605 0.00 0.00 0.00
H -1.4741 3.8629 1.6009 0.01 0.02 0.02
H -0.8682 2.5468 -0.5194 0.00 0.04 0.00
H -1.7181 1.6857 0.7580 -0.02 -0.02 0.01
H -3.2451 0.0714 -1.8390 -0.01 -0.01 0.01
H -5.4732 1.0754 -1.6154 0.00 0.00 0.01
H -6.5537 1.2231 0.6022 0.00 0.00 0.01
H -5.3917 0.3453 2.6032 0.00 0.00 -0.01
H -3.1681 -0.6722 2.3902 0.00 -0.01 -0.02
H 0.8310 -3.0225 0.7932 -0.01 0.00 0.00
H 0.8997 -5.2762 1.7421 0.00 0.01 0.00
H -1.1994 -6.4378 2.3492 0.00 0.01 -0.01
H -3.3731 -5.3217 1.9806 0.00 0.01 0.00
H -3.4587 -3.0561 1.0359 0.01 0.01 0.00
F 7.0804 2.4231 -4.2737 0.00 0.00 0.00
C 6.0743 1.6297 -3.9112 0.07 0.06 0.00
C 5.2451 1.0782 -4.8686 0.00 0.00 -0.02
F 5.4565 1.3450 -6.1573 -0.01 -0.01 0.00
C 4.2044 0.2537 -4.4799 0.06 0.04 -0.16
F 3.4295 -0.2458 -5.4432 -0.03 -0.04 0.07
C 3.9654 -0.0397 -3.1478 -0.12 -0.05 0.12
Se 2.5208 -1.1862 -2.6523 0.10 -0.31 -0.14
C 4.8091 0.5299 -2.2094 0.12 0.13 -0.02
F 4.6265 0.3281 -0.8975 -0.10 -0.08 0.02
C 5.8561 1.3548 -2.5746 0.00 0.00 0.03
F 6.6526 1.8909 -1.6475 0.00 0.01 0.01
Te 0.9575 2.2771 -2.8205 -0.02 -0.45 0.33
```
Forces are in eV/Å.

The calculation puts the HOMO energy (alpha / beta) at -7.3 / -7.8 eV. Its LUMO energy (alpha / beta) is -1.0368 / -0.8202 eV. The spin multiplicity is 4. The value obtained for the HOMO-LUMO gap (alpha / beta) is 6.299 / 6.936 eV. The largest force on an atom is 0.01555 hartree/bohr. Its total charge is 0.


No. 4
Below is an isolated molecule of C25H24FNO4, with properties calculated with ωB97M-V/def2-TZVPD.

Geometry as XYZ:
```
55
Properties=species:S:1:pos:R:3:forces:R:3
C -2.4994 5.5622 1.9574 0.08 0.17 0.15
H -1.5534 6.0161 1.6443 -0.03 -0.03 0.02
O -2.8736 4.5061 1.1079 -0.01 -0.36 -0.21
C -2.0494 3.4307 1.0113 -0.08 0.00 -0.06
C -0.8519 3.2754 1.6866 -0.23 0.26 -0.02
C -0.0864 2.1289 1.5188 -0.03 -0.31 -0.18
C -0.5070 1.1256 0.6679 0.08 0.16 0.26
C -1.7112 1.2744 -0.0230 -0.13 0.13 -0.01
C -2.4875 2.4060 0.1376 -0.09 0.13 -0.01
O -3.6718 2.6362 -0.4862 0.26 0.22 0.29
C -4.1584 1.6657 -1.3802 -0.07 -0.18 -0.16
H -3.4706 1.5046 -2.2167 -0.01 0.00 0.04
H -5.0984 2.0629 -1.7593 0.06 -0.07 0.00
H -4.3464 0.7110 -0.8778 0.02 0.03 -0.01
H -2.0254 0.4840 -0.6869 -0.14 -0.07 -0.09
C 0.3162 -0.1041 0.4488 0.21 0.17 0.03
N -0.4393 -1.3478 0.3578 -0.12 0.21 0.60
C -0.1082 -1.6464 -0.9154 0.33 -0.02 -0.60
O -0.4150 -2.5352 -1.6591 -0.03 -0.17 -0.23
C 0.7750 -0.3802 -1.0197 -0.20 0.17 0.05
O 2.1202 -0.6712 -1.2088 0.32 -0.12 -0.09
C 3.0161 0.3693 -1.2404 0.21 0.11 -0.03
C 2.6889 1.6895 -0.9692 -0.27 -0.21 0.02
C 3.6697 2.6680 -1.0204 0.12 0.05 -0.02
C 4.9715 2.3348 -1.3375 0.01 0.17 0.03
C 5.2942 1.0134 -1.6050 -0.13 -0.02 0.02
C 4.3350 0.0175 -1.5622 -0.17 -0.11 0.02
C 4.6612 -1.4147 -1.8462 -0.07 0.01 0.00
H 4.5110 -2.0177 -0.9516 0.01 -0.13 0.02
H 5.6911 -1.5203 -2.1763 0.06 -0.02 -0.01
H 3.9933 -1.8049 -2.6119 0.01 -0.12 -0.05
H 6.3119 0.7501 -1.8547 0.09 -0.06 -0.03
H 5.7351 3.0967 -1.3772 0.06 0.07 0.00
H 3.4039 3.6928 -0.8080 -0.02 0.09 0.02
H 1.6783 1.9674 -0.7118 -0.11 0.01 0.02
H 0.4036 0.3546 -1.7443 0.04 -0.03 0.08
C -1.3093 -1.9645 1.3298 -0.13 -0.02 -0.05
C -1.4157 -3.4409 1.0603 -0.09 -0.06 0.10
C -0.2809 -4.2383 1.1553 -0.22 -0.01 0.01
C -0.3443 -5.5914 0.8860 -0.06 -0.14 -0.05
C -1.5616 -6.1382 0.5224 -0.07 0.15 0.03
C -2.7056 -5.3701 0.4196 0.10 -0.26 -0.04
C -2.6218 -4.0155 0.6870 0.20 0.07 0.12
H -3.5061 -3.4017 0.6011 -0.09 0.08 -0.02
H -3.6366 -5.8292 0.1273 -0.08 -0.07 -0.03
F -1.6354 -7.4611 0.2669 0.02 0.09 0.00
H 0.5294 -6.2202 0.9495 0.07 -0.09 0.01
H 0.6626 -3.7928 1.4336 0.13 0.05 0.02
H -0.8734 -1.7844 2.3195 -0.09 0.02 -0.08
H -2.3012 -1.4949 1.3027 0.10 -0.06 0.09
H 1.1413 -0.1639 1.1674 0.00 0.05 -0.09
H 0.8459 2.0305 2.0544 0.11 -0.04 0.06
H -0.4973 4.0434 2.3546 -0.03 0.12 0.06
H -2.4172 5.2327 2.9985 0.01 0.01 -0.05
H -3.2961 6.2996 1.8756 0.08 -0.02 0.04
```
Forces are in eV/Å.

The calculation puts the HOMO energy at -8.3 eV. Its LUMO energy is 0.5851 eV. The value obtained for the HOMO-LUMO gap is 8.841 eV. The structure (SMILES) is COc1ccc([C@@H]2[C@@H](Oc3ccccc3C)C(=O)N2Cc2ccc(F)cc2)cc1OC. The largest force on an atom is 0.01328 hartree/bohr. Its total charge is 0.